Here is a cluster of 3 separate species, C17H30F6NO6 in total at a distorted geometry from the Open Molecules 2025 dataset. Energies are from wB97M-V/def2-TZVPD.

XYZ file:
```
60
Properties=species:S:1:pos:R:3:forces:R:3
H -3.42054 0.15696 -2.19639 0.10 -0.02 0.03
H 0.21081 -1.40235 1.09592 -0.02 0.05 0.34
C 0.88341 -2.09845 -0.81295 -0.50 -0.18 0.44
H -1.20465 -1.46888 -0.80834 -0.18 0.07 0.11
F 4.03219 2.25109 4.73718 0.16 0.03 0.12
H 2.19071 -1.10313 7.20473 0.02 0.20 -0.02
O 2.84314 -0.70074 3.55996 -0.09 -0.04 -0.27
C -0.50158 3.47753 -0.86412 -0.19 0.04 0.23
C -0.01007 2.39648 -2.86603 -1.08 -1.69 -0.05
C 2.60863 -1.26413 6.21496 -0.03 -0.52 0.33
H 4.64112 -1.49447 6.87865 -0.04 -0.03 0.09
H -3.12586 -1.58438 -4.70526 -0.17 0.00 -0.02
C 1.15984 -1.45211 0.56062 -0.07 0.10 -0.32
H -0.95357 -3.21674 -0.53091 -0.20 0.03 0.30
F 1.97590 2.31623 4.09838 -0.23 -0.02 -0.05
H 1.34988 1.56517 -4.27656 -0.07 -0.08 -0.24
H 2.39153 -0.03634 -0.42385 0.25 0.23 -0.05
H 0.26508 2.51264 1.64969 -0.07 -0.20 0.21
C 0.85701 3.47797 -0.14623 0.05 -0.20 0.13
H 1.35695 3.36752 -4.18343 0.01 0.05 -0.21
H -4.16938 0.49071 -3.75236 0.01 -0.04 -0.05
H 1.81493 -2.07110 1.16194 0.15 -0.06 0.10
O 2.83337 0.06501 5.67909 -0.03 0.10 0.04
H 1.96685 2.32135 1.32471 0.22 -0.07 -0.08
C 1.77853 -0.06591 0.47061 -0.21 -0.56 -0.24
H 2.11334 2.41650 -2.94644 0.02 0.03 0.22
H 4.31985 -2.22474 5.30950 -0.06 -0.06 -0.02
O -0.38887 3.57063 -2.27963 0.86 -0.44 -0.23
H 3.72356 -3.00610 6.77794 -0.04 0.00 0.02
H 1.37726 -3.06281 -0.81098 0.26 -0.08 -0.37
F -7.71746 -2.71291 -3.71438 -0.19 0.05 -0.11
C -3.30498 0.03010 -3.27410 -0.43 -0.01 -0.07
C 0.99413 2.34816 0.86287 -0.63 0.17 0.04
C 2.92951 0.16949 4.37987 -0.07 -0.15 0.28
H -1.08477 4.33290 -0.55548 -0.16 0.13 -0.01
H -2.33932 -1.88761 -3.16238 -0.18 -0.07 0.02
F -6.26244 -4.27471 -3.40097 0.08 -0.19 -0.03
O -5.59775 -1.51162 -4.86212 -0.13 0.10 -0.21
H 2.39852 0.18393 1.31833 -0.21 0.15 0.33
C -5.44481 -2.11384 -3.84611 0.22 0.00 0.08
H 0.94319 4.39744 0.42278 0.21 0.17 0.05
C 1.27250 2.43293 -3.63948 -0.29 0.40 0.04
H 1.27165 -1.49536 -1.63054 0.29 0.07 -0.03
H 0.60041 1.09867 -0.74080 -0.35 -0.16 -0.14
C -6.53367 -2.98391 -3.19474 -0.07 0.03 0.00
O -0.67380 1.36521 -2.73194 1.57 1.82 0.49
N 0.70104 0.97799 0.26761 0.70 0.61 -0.21
C 3.12972 1.64344 3.99171 0.20 0.17 0.02
H 1.70131 3.46221 -0.82981 -0.02 0.03 -0.31
H -0.19919 0.63875 0.59504 -0.01 -0.16 0.12
C -0.60469 -2.33983 -1.06373 0.31 -0.06 -0.33
C -3.21167 -1.43663 -3.62946 0.39 0.23 -0.11
O -4.33532 -2.17811 -3.12174 0.04 -0.12 0.10
H -1.05815 2.58119 -0.59704 -0.32 -0.05 -0.12
H -2.41109 0.55616 -3.59341 -0.10 -0.12 -0.04
H -0.77507 -2.53883 -2.11654 0.03 -0.07 -0.12
F -6.59040 -2.77535 -1.87786 0.00 0.03 0.19
F 3.52280 1.71978 2.71032 0.10 0.03 -0.08
H 1.85979 -1.77825 5.61475 0.04 0.10 -0.16
C 3.90063 -2.04488 6.29895 0.16 0.20 -0.19
```
Positions in Å, forces in eV/Å.

- E_LUMO: -2.603 eV
- Calculated total energy: -1770.9480 Ha
- Net charge: +1
- Orbital gap: 10.3 eV
- F_max: 2.46 eV/Å